1.
Computed, not measured: C39H47Cl4IrNO6PS6SbTe as an isolated structure, with ωB97M-V/def2-TZVPD.

* energy: -196049.1853 eV
* max |F|: 0.7 eV/Å
* Kohn-Sham gap (alpha / beta): 0.215 / 0.213 Ha
* relative energy (zero: lowest compared OMol25 entry of this formula, charge and spin): 0.00 kJ/mol
* spin multiplicity: 2
* net charge: -2
* expectation value of S²: 0.766

Each line ends with the Löwdin spin population.
CARTESIAN COORDINATES (ANGSTROEM)
Ir  -0.2226  1.5609  -0.3271  0.399
S  -5.1932  -0.6306  -1.2233  -0.001
Sb  -3.5162  0.7138  -1.9866  0.001
S  -2.4883  1.4093  0.1310  -0.007
S  -0.6489  2.3435  -2.4721  -0.005
Cl  0.7908  4.1671  5.9662  0.001
C  0.4383  3.9901  4.2769  0.005
C  0.1087  5.0958  3.5160  0.000
Cl  0.0126  6.6689  4.2394  -0.001
C  -0.1260  4.9382  2.1456  0.007
Cl  -0.4319  6.3088  1.1296  0.001
C  -0.0726  3.6871  1.5440  -0.002
O  -0.1558  3.5259  0.2448  0.031
C  0.1752  2.5270  2.3379  0.001
O  0.2186  1.3576  1.7366  0.022
C  0.4955  2.7218  3.6804  0.002
Cl  1.0656  1.3663  4.5951  0.000
C  2.7854  -6.2163  6.1054  0.000
C  2.2117  -5.3649  5.0032  0.000
C  1.0623  -5.7398  4.3278  0.000
C  0.5090  -4.9549  3.3150  0.000
C  -0.7299  -5.4474  2.6190  0.000
C  1.1218  -3.7422  2.9831  0.002
Te  0.3384  -2.4308  1.5043  0.002
N  -0.2936  -0.2248  -0.9929  0.452
C  -0.8477  -0.9432  -1.8856  0.045
O  -2.0059  -0.7088  -2.4540  0.033
C  -0.1510  -2.1764  -2.3790  0.014
C  -0.8586  -3.1187  -3.1176  0.000
C  -0.2217  -4.2610  -3.5790  0.001
C  1.1272  -4.4613  -3.3144  -0.003
C  1.8356  -3.5142  -2.5872  0.001
C  1.2012  -2.3735  -2.1181  0.003
C  -1.6932  -2.4906  2.1284  0.000
C  -2.7058  -2.7758  1.2083  0.000
C  -2.4753  -3.2036  -0.2125  0.000
C  -4.0366  -2.6499  1.6080  0.000
C  -4.3832  -2.2730  2.8904  0.000
C  -5.8229  -2.0508  3.2655  0.000
C  -3.3623  -2.0491  3.8069  0.000
C  -2.0248  -2.1463  3.4503  0.000
C  -0.9799  -1.8845  4.4955  0.000
C  2.3047  -3.3588  3.6379  0.000
C  3.0129  -2.0725  3.2991  0.000
C  2.8275  -4.1746  4.6335  0.000
H  2.2497  -7.1626  6.1886  0.000
H  2.7186  -5.7080  7.0703  0.000
H  3.8396  -6.4386  5.9266  0.000
H  0.5768  -6.6768  4.5854  0.000
H  -0.8547  -6.5196  2.7786  0.000
H  -0.6778  -5.2483  1.5466  0.000
H  -1.6232  -4.9368  2.9854  0.000
H  -1.9081  -2.9433  -3.3129  0.000
H  -0.7799  -4.9974  -4.1450  0.000
H  1.6253  -5.3534  -3.6764  0.000
H  2.8886  -3.6626  -2.3802  0.000
H  1.7463  -1.6315  -1.5465  0.003
H  -1.4250  -3.3712  -0.4361  0.000
H  -2.8753  -2.4478  -0.8922  0.000
H  -3.0204  -4.1302  -0.4129  0.000
H  -4.8100  -2.8044  0.8644  0.000
H  -6.4886  -2.6479  2.6416  0.000
H  -6.0913  -1.0023  3.1164  0.000
H  -6.0060  -2.3002  4.3128  0.000
H  -3.6112  -1.7646  4.8252  0.000
H  -1.4307  -1.4497  5.3884  0.000
H  -0.2341  -1.1914  4.1116  0.000
H  -0.4588  -2.8010  4.7834  0.000
H  3.2246  -1.9879  2.2314  0.000
H  3.9568  -2.0017  3.8420  0.000
H  2.3930  -1.2096  3.5564  0.000
H  3.7398  -3.8680  5.1374  0.000
C  -2.3209  3.7050  -5.4993  0.000
C  -0.9810  3.2935  -6.0715  0.000
C  -0.7777  3.7327  -7.5078  0.000
O  0.0352  3.9172  -5.2459  0.000
P  1.3421  3.1217  -4.7817  0.000
S  2.5611  2.5902  -6.1926  0.000
S  0.6848  1.4407  -3.7793  -0.001
O  1.9678  4.1358  -3.7451  0.000
C  1.6696  5.5232  -3.4209  0.000
C  0.3562  5.6933  -2.6902  0.000
C  1.8021  6.3896  -4.6607  0.000
H  -3.1270  3.2567  -6.0828  0.000
H  -2.4260  4.7920  -5.5348  0.000
H  -2.4134  3.3685  -4.4669  0.000
H  -0.8674  2.2096  -5.9872  0.000
H  -0.8952  4.8161  -7.5874  0.000
H  -1.5212  3.2544  -8.1484  0.000
H  0.2185  3.4587  -7.8523  0.000
H  2.4822  5.7679  -2.7322  0.000
H  -0.4889  5.4720  -3.3403  0.000
H  0.2859  6.7322  -2.3570  0.000
H  0.3002  5.0482  -1.8144  0.000
H  0.9861  6.1917  -5.3550  0.000
H  2.7481  6.1933  -5.1665  0.000
H  1.7666  7.4416  -4.3708  0.000
C  3.4136  2.2741  -1.4898  -0.001
S  2.3873  1.3527  -0.3548  -0.003
C  2.9811  2.1147  1.1496  -0.001
O  2.8924  -0.0383  -0.3644  0.002
H  3.1552  3.3292  -1.4346  0.000
H  3.2206  1.9009  -2.4903  0.000
H  4.4484  2.0903  -1.2017  0.000
H  2.6177  3.1416  1.2000  0.000
H  4.0696  2.0694  1.1417  0.000
H  2.5671  1.5325  1.9694  0.000


2.
Computed, not measured: C40H61AsBN5O4PPt as an isolated structure, with ωB97M-V/def2-TZVPD.

* energy: -132168.2451 eV
* max |F|: 0.5 eV/Å
* Kohn-Sham gap: 0.234 Ha
* relative energy (zero: lowest compared OMol25 entry of this formula, charge and spin): 74.26 kJ/mol
* spin multiplicity: 1
* net charge: -1

Each line ends with the Löwdin charge.
CARTESIAN COORDINATES (ANGSTROEM)
Pt  -1.6020  0.1769  -0.0877  0.843
O  -5.5472  0.2863  1.4669  0.015
C  -4.3433  0.0963  1.2903  -0.652
O  -3.5961  0.7128  0.4690  -0.223
C  -3.6881  -0.9428  2.2227  -0.196
C  -4.4759  -1.6432  3.1781  0.002
C  -3.8539  -2.5374  4.0018  -0.009
C  -2.4539  -2.7800  3.8724  -0.162
C  -1.7318  -3.7164  4.6524  -0.050
C  -0.3957  -3.9172  4.4295  -0.097
C  0.2809  -3.2016  3.4141  -0.080
C  -0.3853  -2.2808  2.6511  -0.008
C  -1.7647  -2.0502  2.8901  -0.224
N  -2.3961  -1.1273  2.1169  0.139
H  -5.5348  -1.4384  3.2164  0.111
H  -4.4154  -3.0851  4.7507  0.107
H  -2.2539  -4.2748  5.4205  0.104
H  0.1502  -4.6368  5.0278  0.093
H  1.3311  -3.3967  3.2333  0.097
H  0.0833  -1.7261  1.8432  0.092
C  -2.0134  -4.8709  -1.4047  -0.011
C  -2.5540  -3.5370  -1.9069  -0.470
C  -2.6551  -3.5583  -3.4298  -0.015
O  -1.6175  -2.5034  -1.5600  0.050
B  -2.2945  -1.4320  -0.9821  -0.723
O  -3.6579  -1.7239  -0.9151  0.053
C  -3.8772  -3.0990  -1.1926  -0.479
C  -5.1358  -3.2178  -2.0405  -0.011
C  -4.1057  -3.7852  0.1530  -0.007
H  -1.0880  -5.1050  -1.9205  0.078
H  -2.7225  -5.6788  -1.5951  0.089
H  -1.8006  -4.8334  -0.3395  0.084
H  -1.6701  -3.7722  -3.8460  0.081
H  -2.9728  -2.5879  -3.8078  0.095
H  -3.3515  -4.3201  -3.7803  0.083
H  -5.0582  -2.6290  -2.9506  0.082
H  -5.9804  -2.8373  -1.4665  0.091
H  -5.3385  -4.2571  -2.3063  0.087
H  -3.2396  -3.6683  0.8041  0.086
H  -4.3215  -4.8483  0.0405  0.087
H  -4.9534  -3.3048  0.6419  0.092
N  0.2903  -0.3145  -0.5201  -0.333
P  1.4888  0.2127  -1.2845  0.535
N  1.2000  1.3389  -2.5001  -0.214
C  2.2867  2.0560  -3.1375  -0.226
C  2.4034  3.4884  -2.6187  -0.183
C  1.0700  4.2161  -2.7637  -0.203
C  -0.0406  3.4178  -2.0869  -0.186
C  -0.0828  2.0000  -2.6410  -0.229
N  2.6982  0.8174  -0.2564  -0.205
C  2.2292  1.5287  0.9206  -0.238
C  3.3561  1.6907  1.9421  -0.192
C  4.2257  0.4418  1.9364  -0.193
C  4.9548  0.3373  0.5910  -0.178
C  4.1115  0.9624  -0.5345  -0.230
N  2.4772  -0.8701  -2.1567  -0.208
C  1.9250  -1.2548  -3.4664  -0.218
C  2.5797  -2.5339  -3.9579  -0.197
C  2.2202  -3.7092  -3.0518  -0.197
C  2.1342  -3.2584  -1.5839  -0.175
C  2.9762  -2.0091  -1.3736  -0.231
H  2.0971  2.0892  -4.2215  0.116
H  3.2159  1.5067  -2.9959  0.092
H  3.1942  4.0138  -3.1629  0.106
H  2.6874  3.4640  -1.5623  0.093
H  0.8386  4.3192  -3.8308  0.109
H  1.1357  5.2219  -2.3498  0.079
H  -1.0114  3.9028  -2.2123  0.112
H  0.1536  3.3610  -1.0095  0.085
H  -0.3253  2.0416  -3.7133  0.118
H  -0.8507  1.3907  -2.1447  0.049
H  1.4164  0.9348  1.3478  0.066
H  1.8109  2.5108  0.6599  0.085
H  2.9293  1.8712  2.9316  0.091
H  3.9731  2.5622  1.7019  0.098
H  3.5810  -0.4286  2.0783  0.109
H  4.9404  0.4506  2.7617  0.102
H  5.1636  -0.7090  0.3606  0.092
H  5.9193  0.8518  0.6440  0.103
H  4.3329  0.4723  -1.4802  0.095
H  4.3795  2.0233  -0.6504  0.108
H  2.1160  -0.4452  -4.1758  0.099
H  0.8368  -1.3950  -3.4108  0.120
H  3.6633  -2.3891  -3.9882  0.107
H  2.2608  -2.7303  -4.9848  0.106
H  2.9520  -4.5129  -3.1785  0.100
H  1.2579  -4.1061  -3.3669  0.092
H  2.4740  -4.0518  -0.9126  0.106
H  1.1040  -3.0101  -1.3188  0.096
H  4.0205  -2.2094  -1.6549  0.111
H  2.9783  -1.7209  -0.3224  0.098
C  -0.2676  1.5658  3.3990  -0.297
As  -1.2707  2.3528  1.9032  1.158
C  -2.9987  2.4048  2.8218  -0.302
C  -0.8666  4.2719  2.3328  -0.333
C  0.3029  4.9172  1.6650  -0.306
C  1.6066  4.6195  2.0559  -0.073
C  2.6929  5.2270  1.4495  -0.092
C  2.4968  6.1616  0.4427  -0.099
C  1.2044  6.4741  0.0476  -0.107
C  0.1212  5.8573  0.6532  -0.057
H  -0.6817  1.9056  4.3494  0.029
H  0.7814  1.8533  3.3396  -0.013
H  -0.3312  0.4789  3.3383  0.004
H  -2.9565  3.1302  3.6363  0.025
H  -3.2225  1.4216  3.2333  0.020
H  -3.7844  2.6627  2.1147  0.031
H  -0.7526  4.3071  3.4189  0.074
H  -1.7862  4.8039  2.0816  0.067
H  1.7721  3.8997  2.8471  0.098
H  3.6960  4.9689  1.7648  0.097
H  3.3436  6.6354  -0.0345  0.097
H  1.0373  7.1964  -0.7417  0.100
H  -0.8845  6.0993  0.3319  0.112


3.
Computed, not measured: C5H5FO2 as an isolated structure in a non-equilibrium geometry, with ωB97M-V/def2-TZVPD.

* energy: -12074.7996 eV
* max |F|: 6.4 eV/Å
* Kohn-Sham gap: 0.320 Ha
* relative energy (zero: lowest compared OMol25 entry of this formula, charge and spin): 298.06 kJ/mol
* spin multiplicity: 1

Each line ends with the Löwdin charge.
CARTESIAN COORDINATES (ANGSTROEM)
C  1.6100  -0.5201  -0.1305  -0.400
C  0.3600  -1.0109  -0.2391  0.012
C  -0.5475  0.1403  -0.1087  -0.156
C  -2.1043  0.1745  -0.0380  -0.145
C  0.3073  1.2503  -0.0255  -0.058
H  3.4471  -0.2614  0.6366  0.285
H  -0.0973  -2.0361  -0.4967  0.151
H  -2.4595  0.5961  0.8084  0.080
H  -2.5230  0.7527  -0.8707  0.127
H  0.1165  2.3688  0.4713  0.178
O  2.8422  -1.2089  0.0958  -0.032
O  1.6846  0.8445  -0.1755  -0.001
F  -2.6359  -1.0897  0.0727  -0.041


4.
Computed, not measured: a 2-piece molecular cluster, C14H20N2O overall in a non-equilibrium geometry, with ωB97M-V/def2-TZVPD.

* energy: -19869.2999 eV
* max |F|: 2.9 eV/Å
* Kohn-Sham gap: 0.316 Ha
* relative energy (zero: lowest compared OMol25 entry of this formula, charge and spin): 182.80 kJ/mol
* spin multiplicity: 1
* SMILES: Cc1c[nH]c2ccccc12.CCN(C)C(C)=O

Each line ends with the Löwdin charge.
CARTESIAN COORDINATES (ANGSTROEM)
C  0.6536  1.0519  3.3836  -0.042
C  0.9760  1.9776  0.9267  -0.131
C  0.1921  1.7314  2.1376  -0.228
C  0.0782  2.4435  -0.0419  -0.247
C  -1.0772  2.0395  1.7971  -0.068
C  2.3046  1.6781  0.5932  -0.033
C  2.7330  1.9086  -0.6878  -0.104
C  1.8240  2.4113  -1.6307  -0.104
C  0.4624  2.5610  -1.4013  -0.018
N  -1.1896  2.4063  0.4470  0.076
H  2.9160  1.2133  1.3605  0.109
H  3.7426  1.6201  -0.9367  0.097
H  2.1388  2.4290  -2.6691  0.095
H  0.4633  1.8364  4.1374  0.087
H  1.6680  0.6980  3.4614  0.066
H  -1.9566  1.9116  2.4140  0.121
H  -2.0727  2.6058  0.0152  0.147
H  -0.3011  2.6921  -2.1447  0.101
H  0.0262  0.1895  3.6186  0.076
C  -1.7269  -2.0085  -1.8683  -0.220
C  -2.1274  -0.6219  -1.3905  -0.109
C  0.6912  -2.5496  -1.9039  -0.033
C  -1.7367  -2.9100  0.9285  0.018
C  -0.5904  -3.2636  0.0153  -0.493
O  0.4739  -3.6880  0.4421  0.036
N  -0.6223  -2.7365  -1.2578  -0.108
H  -2.6895  -2.5264  -1.9515  0.123
H  -1.3508  -1.8364  -2.8779  0.104
H  -2.6542  -0.0185  -2.1216  0.069
H  -1.3080  0.0428  -1.0595  0.067
H  0.6361  -2.3061  -2.9621  0.082
H  -1.4886  -2.7318  1.9721  0.086
H  -2.3177  -3.8432  1.0677  0.096
H  -2.7666  -0.4573  -0.5008  0.064
H  1.2751  -1.8254  -1.3419  0.096
H  1.1047  -3.5484  -1.9911  0.087
H  -2.2840  -2.0987  0.4749  0.037